The following is a DFT calculation (ωB97M-V/def2-TZVPD) of a molecular structure, C10H8ClF7N2Tm in a non-equilibrium geometry.

Structure (XYZ):
```
29
Properties=species:S:1:pos:R:3
N 2.79739 1.38755 1.66140
C 2.09668 1.50267 0.76576
C 1.19163 1.69480 -0.34946
C 0.04423 0.61214 -0.37079
C -0.32181 0.48866 -1.76983
N -0.76181 0.37745 -2.81926
C 0.58933 -0.74479 0.13635
C 1.73413 -1.28454 -0.73334
C 2.29438 -2.64997 -0.15647
Cl 3.53135 -2.29604 1.04521
C -1.12066 1.16824 0.47222
F -0.63649 1.65570 1.72711
F -1.60656 2.26348 -0.11891
C -2.28250 0.22447 0.84209
F -3.13410 1.01497 1.53889
F -1.86278 -0.73369 1.65774
C -3.09721 -0.39853 -0.33815
F -3.34825 0.51636 -1.26300
F -4.22405 -0.82639 0.19644
F -2.42830 -1.42428 -0.85741
H 0.79958 2.70490 -0.36815
H 1.75269 1.59232 -1.27164
H -0.21393 -1.46854 0.02819
H 0.83544 -0.73855 1.19264
H 2.56103 -0.58660 -0.79840
H 1.38004 -1.54551 -1.72511
H 2.77290 -3.20186 -0.95571
H 1.50079 -3.20835 0.33045
Tm -0.84317 3.90391 2.30114
```

Properties
* spin multiplicity: 3
* Kohn-Sham gap (alpha / beta): 8.5 / 6.0 eV
* E_HOMO (alpha / beta): -21.37 / -21.37 eV
* electronic energy: -74519.0559 eV
* total charge: +3

***

The following is a DFT calculation (ωB97M-V/def2-TZVPD) of 2 unconnected molecules or ions with the total composition C10H8N2S in a non-equilibrium geometry.

Structure (XYZ):
```
21
Properties=species:S:1:pos:R:3
C -1.53187 1.76579 1.05441
C -2.28661 0.04999 -1.18865
C 2.99136 -0.04010 -0.66146
C 2.53026 -0.48842 0.56396
C 2.11331 0.29343 -1.67780
C 1.16063 -0.60692 0.79576
C 0.74106 0.17831 -1.47126
C 0.35647 -0.25847 -0.24281
C -2.22635 0.51891 1.27294
C -2.03235 -0.40768 0.09790
N -0.95999 2.73890 0.88682
N -2.38422 0.41452 -2.27680
S -2.33306 -2.13812 0.36350
H 4.05474 0.05597 -0.82259
H 3.22498 -0.74707 1.34868
H 2.47882 0.63951 -2.63267
H 0.79292 -0.95584 1.74956
H 0.02811 0.43037 -2.24411
H -3.29297 0.72846 1.42345
H -1.83783 0.05774 2.18890
H -1.58741 -2.22930 1.47227
```

Properties
* Kohn-Sham gap (alpha / beta): 8.1 / 8.1 eV
* E_HOMO (alpha / beta): -8.83 / -8.83 eV
* energy relative to the best compared isomer or geometry (same formula, charge and spin): 28.6 kcal per mole
* electronic energy: -24311.4150 eV
* total charge: 0

***

The following is a DFT calculation (ωB97M-V/def2-TZVPD) of a molecular structure, C10H8N3O5Tl in a non-equilibrium geometry.

Structure (XYZ):
```
27
Properties=species:S:1:pos:R:3
Tl 0.87217 -0.01886 -2.11605
O 1.98660 -0.65055 2.23628
C 1.28271 -0.74449 1.22180
O 1.68488 -0.86131 0.02381
C -0.25889 -0.79948 1.48050
C -0.94600 -1.89328 0.64162
C -2.27584 -2.28893 1.32360
C -3.15858 -1.06248 0.98024
C -2.16285 -0.20212 0.16793
O -1.41209 -1.20334 -0.51715
C -1.14882 0.43621 1.13540
C -0.49650 1.72656 0.53931
O -0.47820 2.70510 1.29918
O -0.10477 1.69316 -0.66657
H -0.34578 -1.03149 2.54134
H -0.30010 -2.71908 0.35293
H -2.67646 -3.21010 0.89453
H -2.14804 -2.43283 2.39677
H -4.02023 -1.34166 0.36978
H -3.51521 -0.53523 1.86541
H -2.61087 0.48600 -0.54541
H -1.65902 0.78616 2.03192
N 3.05487 1.31849 -2.67814
C 4.01841 1.81082 -3.11863
N 5.10635 2.24237 -3.64722
C 5.59403 3.39806 -3.94696
N 6.11824 4.39229 -4.26622
```

Properties
* Kohn-Sham gap: 7.2 eV
* E_HOMO: -2.44 eV
* energy relative to the best compared isomer or geometry (same formula, charge and spin): 6.3 kcal per mole
* electronic energy: -29903.2519 eV
* total charge: -2

***

The following is a DFT calculation (ωB97M-V/def2-TZVPD) of C10H8N4 in the gas phase in a non-equilibrium geometry.

Structure (XYZ):
```
22
Properties=species:S:1:pos:R:3
C 0.26296 -0.95453 -1.32972
C -3.43445 -0.54502 -0.11870
C -2.01047 0.81593 0.66652
C 2.83678 0.48100 -0.40968
C 2.41897 -0.31338 0.81101
C 2.07051 1.38277 -0.97464
C 0.58330 1.40285 -0.79266
C 1.21902 -0.85598 1.05952
C 0.11393 -1.36780 1.52511
C -0.20683 0.32243 -0.83651
N 0.71470 -1.82628 -1.90438
N -3.22965 0.39878 0.92725
N -2.39386 -0.63314 -0.88693
N -1.51395 0.21513 -0.37382
H -4.47972 -1.01208 -0.16420
H -1.41437 1.39647 1.31457
H 3.86056 0.51152 -0.64147
H 3.13094 -0.48609 1.63443
H 2.39192 1.99820 -1.81044
H -0.07433 2.22420 -0.61869
H -0.74561 -0.78846 1.75041
H -0.10036 -2.36652 1.17302
```

Properties
* Kohn-Sham gap: 9.2 eV
* E_HOMO: -9.51 eV
* energy relative to the best compared isomer or geometry (same formula, charge and spin): 96.1 kcal per mole
* electronic energy: -16455.0673 eV
* total charge: 0

***

The following is a DFT calculation (ωB97M-V/def2-TZVPD) of a molecular structure, C10H8O in a non-equilibrium geometry.

Structure (XYZ):
```
19
Properties=species:S:1:pos:R:3
C 2.11662 -1.73235 0.05072
C 1.85879 -1.87296 -1.33395
C 1.54435 -0.73058 0.80436
C 0.97700 -1.02770 -2.00998
C 0.67903 0.15867 0.16510
C 0.37475 -0.03778 -1.24166
C -0.00986 1.43694 0.41052
C -0.85767 0.66111 -0.88354
C -1.20763 1.54205 1.45592
C -2.44752 1.23341 0.57913
O -2.03424 0.39085 -0.56563
H 2.84317 -2.19326 0.56181
H 2.40392 -2.52160 -1.89973
H 1.84904 -0.71618 1.81607
H 0.51426 -1.17526 -2.94219
H -1.10136 0.83621 2.19665
H -1.34167 2.59238 1.78139
H -3.39386 0.89197 0.94451
H -2.76712 2.26406 0.11051
```

Properties
* Kohn-Sham gap (alpha / beta): 6.9 / 6.9 eV
* E_HOMO (alpha / beta): -6.80 / -6.80 eV
* energy relative to the best compared isomer or geometry (same formula, charge and spin): 157.0 kcal per mole
* electronic energy: -12540.5803 eV
* total charge: 0

***

The following is a DFT calculation (ωB97M-V/def2-TZVPD) of C10H8O2S2 in the gas phase in a non-equilibrium geometry.

Structure (XYZ):
```
22
Properties=species:S:1:pos:R:3
C 3.06859 1.14954 0.14257
C 2.59012 1.31665 -1.14314
C 2.39281 0.54883 1.15868
C 1.35142 0.79907 -1.37267
C 1.08872 0.00659 0.92880
C 0.64174 0.05509 -0.37495
C -2.31195 -1.54303 0.81416
C -1.84428 -2.66652 0.17619
C -1.83719 -0.27608 0.35622
C -0.71649 -0.56241 -0.77530
O -2.41335 2.22936 -0.42789
O -3.84952 1.12763 1.16578
S -0.56988 -2.34716 -0.96743
S -2.91860 1.00090 0.05341
H 4.07062 1.57567 0.49841
H 3.22353 1.76118 -1.92432
H 2.56346 0.78673 2.21021
H 1.05605 0.57513 -2.37807
H 0.49977 -0.21904 1.72523
H -3.15807 -1.60501 1.51299
H -2.00999 -3.70392 0.35996
H -0.91751 -0.00919 -1.73882
```

Properties
* Kohn-Sham gap (alpha / beta): 6.9 / 6.8 eV
* E_HOMO (alpha / beta): -8.55 / -8.30 eV
* energy relative to the best compared isomer or geometry (same formula, charge and spin): 0.0 kcal per mole
* electronic energy: -36261.3367 eV
* total charge: 0

***

The following is a DFT calculation (ωB97M-V/def2-TZVPD) of a molecular structure, C10H9BaIN2OS in a non-equilibrium geometry.

Structure (XYZ):
```
25
Properties=species:S:1:pos:R:3
Ba -0.35653 1.01448 0.29637
I 3.01571 0.08940 0.55554
C 3.04548 -0.03909 2.70644
C 4.25906 -0.22594 3.29981
C 4.31446 -0.31651 4.70496
C 3.17074 -0.21665 5.44724
C 1.91175 -0.02270 4.83255
C 0.72223 0.08482 5.59108
C -0.48210 0.27141 4.97194
C -0.52976 0.35552 3.55942
C 0.57820 0.26195 2.74664
C 1.82511 0.07095 3.40518
H 5.16178 -0.30393 2.71014
H 5.27369 -0.46536 5.18280
H 3.22294 -0.28488 6.52792
H 0.79194 0.01924 6.67055
H -1.39334 0.36138 5.55135
H -1.51839 0.50875 3.10934
N -2.85887 -0.53473 0.06689
H -3.08483 -0.81931 1.01502
H -3.17167 -1.28050 -0.54223
H -3.41379 0.29503 -0.12543
O -2.41917 2.52410 0.28989
S -1.66120 3.77526 -0.08120
N -0.22286 3.62081 -0.29705
```

Properties
* Kohn-Sham gap: 7.3 eV
* E_HOMO: -7.65 eV
* electronic energy: -35173.2526 eV
* total charge: 0

***

The following is a DFT calculation (ωB97M-V/def2-TZVPD) of a molecular structure, C10H9BrF6N3O5PRe.

Structure (XYZ):
```
36
Properties=species:S:1:pos:R:3
Re 0.17026 -1.15321 -1.29091
N -1.83750 -1.90274 -1.51332
C -2.85186 -0.84632 -1.77956
C -2.14892 0.31098 -2.43900
O -2.66624 1.15333 -3.10391
N -0.75007 0.27235 -2.18960
C 0.06138 1.18818 -2.95816
C 1.22357 0.36023 -3.50032
O 1.99331 0.54461 -4.35383
O 1.32103 -0.80555 -2.64699
H -1.86562 -2.61789 -2.23772
H -2.06708 -2.37967 -0.63901
H -3.26719 -0.50777 -0.83346
H -3.65499 -1.21523 -2.41288
H 0.47571 1.98856 -2.33904
H -0.50738 1.64289 -3.76822
Br 3.05315 3.37116 0.83861
C 2.66596 1.76663 1.74260
C 2.55361 1.75404 3.13132
N 2.27882 0.65672 3.82123
C 2.10365 -0.47430 3.15823
C 2.18883 -0.55313 1.76977
C 2.48774 0.59305 1.03929
C 1.90985 -1.85347 1.14674
O 1.92602 -2.94306 1.58974
O 1.55816 -1.70806 -0.23807
H 2.69621 2.66717 3.69725
H 1.86757 -1.35944 3.73800
H 2.60510 0.57321 -0.03500
F -0.55129 -0.71596 0.42006
P -2.12766 0.35346 2.01695
F -0.86489 1.26438 2.23109
F -1.44076 -0.73509 2.90799
F -2.40717 1.15976 0.68295
F -3.14136 0.97214 2.96870
F -2.98993 -0.82198 1.37851
```

Properties
* Kohn-Sham gap: 6.0 eV
* E_HOMO: -12.49 eV
* electronic energy: -122988.4823 eV
* total charge: +1

***

The following is a DFT calculation (ωB97M-V/def2-TZVPD) of a molecular structure, C10H9Cl3GaI2O6SY in a non-equilibrium geometry.

Structure (XYZ):
```
33
Properties=species:S:1:pos:R:3
I 4.06402 -1.37176 0.11618
I 4.05932 1.33006 0.12915
Y -0.09915 1.35795 0.96048
Ga -0.25472 -1.58875 0.86103
S 0.58959 -0.10720 -0.80582
C -1.22305 -2.72104 -0.31046
C -0.76817 -2.70049 2.29426
C -0.25411 -0.03137 -2.45789
C 0.27243 1.22592 -3.13622
C -1.77411 -0.03042 -2.35616
C 0.27358 -1.28227 -3.13753
C -0.79823 2.69382 2.36045
C -1.26210 2.70168 -0.36188
O -1.10499 -3.43366 3.11371
O -1.80656 -3.44645 -0.98848
O -1.15636 3.47623 3.20263
O -1.86237 3.45278 -1.05487
H -0.10389 1.24369 -4.16845
H 1.37005 1.22915 -3.16604
H -0.06287 2.14458 -2.63787
H -2.17632 -0.02732 -3.38584
H -2.15671 0.86305 -1.84310
H -2.15327 -0.92105 -1.84273
H -0.10141 -1.29764 -4.16863
H -0.05875 -2.19813 -2.63870
H 1.37140 -1.28083 -3.16811
Cl 0.98115 -0.40356 6.07486
C 0.73516 0.39578 4.53581
Cl -1.01856 0.25745 4.11336
Cl 1.22807 2.08795 4.65107
C 1.59924 -0.37424 3.35149
O 2.28682 -1.25807 3.73127
O 1.36485 0.01415 2.13305
```

Properties
* Kohn-Sham gap (alpha / beta): 5.7 / 4.7 eV
* E_HOMO (alpha / beta): -21.89 / -21.61 eV
* energy relative to the best compared isomer or geometry (same formula, charge and spin): 114.6 kcal per mole
* electronic energy: -140771.8591 eV
* total charge: +4

***

The following is a DFT calculation (ωB97M-V/def2-TZVPD) of a molecular structure, C10H9ClCuINO in a non-equilibrium geometry.

Structure (XYZ):
```
24
Properties=species:S:1:pos:R:3
Cu 1.72219 -1.61978 -0.99408
C -1.95946 -1.04357 -4.32777
H -1.28172 -1.02679 -5.22522
H -1.37643 -1.41737 -3.49682
H -2.38035 -0.04134 -4.22337
H -2.56593 -1.96228 -3.92662
H -4.49913 -1.36246 -7.33444
Cl 0.90519 1.37711 4.82218
C 1.20833 1.34120 3.14417
C 2.22099 2.07351 2.57018
C 2.46602 2.09790 1.21368
I 4.03884 3.17509 0.62724
C 1.78245 1.17251 0.30977
O 2.16422 0.73766 -0.81139
C 0.77547 0.40949 0.95473
N 0.38828 -0.71730 0.31203
C -0.82755 -1.25116 0.53988
C -1.22528 -1.07245 1.89325
C -0.55470 -0.25937 2.80495
C 0.45800 0.56538 2.31855
H 2.81251 2.62553 3.24503
H -1.31484 -1.79891 -0.33327
H -2.08821 -1.67098 2.08607
H -0.86890 -0.33164 3.83126
```

Properties
* spin multiplicity: 2
* Kohn-Sham gap: 5.4 eV
* E_HOMO: -6.98 eV
* electronic energy: -79309.7659 eV
* total charge: 0

***

> Number 3 is which compound?

C10H8N3O5Tl